{"formula": "C3H12NO2", "method": "wB97M-V/def2-TZVPD", "elements": ["C", "C", "C", "N", "H", "H", "H", "H", "H", "H", "H", "H", "H", "H", "O", "H", "H", "O"], "positions_angstrom": [[0.92744, 0.06360, 1.51825], [-0.23019, 0.02285, 0.53975], [-0.64195, 1.75077, -1.14376], [0.13705, 0.85811, -0.70823], [0.48698, 0.07494, 2.50744], [1.71910, -0.82996, 1.40887], [1.54036, 1.02465, 1.26256], [-0.49993, -0.96764, 0.13248], [-1.08062, 0.66582, 0.95584], [-0.34566, 2.31106, -2.13598], [-1.48218, 2.14841, -0.62143], [0.65091, 0.39456, -1.55735], [3.04448, -1.13440, -2.23279], [2.33444, -0.25319, -3.26955], [2.22470, -0.60834, -2.37483], [-2.03524, -1.31924, 2.87866], [-3.34655, -1.85114, 2.55021], [-2.50936, -1.55340, 2.07398]], "forces_ev_per_a": [[2.57, -0.41, -1.10], [-0.04, 2.10, -2.36], [-3.47, 6.04, -4.71], [4.84, -6.11, 0.75], [0.52, 0.02, 0.45], [-1.95, 1.83, 0.28], [-1.21, -1.61, 0.91], [-0.31, 0.43, 0.86], [0.82, -1.55, -0.49], [-0.66, -1.18, 2.12], [-0.29, 0.11, 0.49], [-0.87, 0.43, 2.91], [-0.91, 0.55, -0.04], [-0.07, -0.09, 0.25], [1.05, -0.51, -0.36], [0.71, 0.25, -0.19], [1.17, 0.36, -1.46], [-1.91, -0.65, 1.70]], "multiplicity": 2, "de_lowest_kcal_mol": 39.0, "orbital_gap_ev": [5.3, 10.7]}

=====

{"formula": "C24H54ClN3O6P", "method": "wB97M-V/def2-TZVPD", "elements": ["C", "C", "N", "P", "C", "N", "C", "C", "C", "C", "C", "C", "N", "C", "Cl", "C", "C", "H", "H", "H", "H", "H", "H", "H", "H", "H", "H", "H", "H", "H", "H", "H", "H", "H", "H", "H", "H", "H", "H", "H", "H", "C", "O", "C", "C", "O", "C", "H", "H", "H", "H", "H", "H", "H", "H", "H", "H", "C", "O", "C", "C", "O", "C", "H", "H", "H", "H", "H", "H", "H", "H", "H", "H", "C", "O", "C", "C", "O", "C", "H", "H", "H", "H", "H", "H", "H", "H", "H", "H"], "positions_angstrom": [[4.52242, -5.86977, 4.42483], [4.73046, -5.44941, 2.90988], [3.59938, -4.73835, 2.32096], [4.01076, -3.33086, 1.32118], [3.12225, -2.07230, 2.50870], [4.05576, -1.61285, 3.59775], [4.90630, -0.50147, 3.07294], [4.94881, -4.41355, 0.00593], [6.11735, -3.81748, -0.54590], [6.91471, -4.53502, -1.49016], [6.36638, -5.82765, -1.80497], [5.17210, -6.24468, -1.18921], [4.40182, -5.62713, -0.26003], [2.32240, -3.41472, 0.31735], [1.25118, -4.85388, 0.70717], [2.50553, -3.22786, -1.23557], [1.18920, -2.55330, -1.81529], [3.58369, -5.48163, 4.87011], [4.49852, -6.98796, 4.48037], [5.42993, -5.58309, 5.00991], [4.83811, -6.41942, 2.34866], [5.72404, -4.94971, 2.84513], [2.95949, -4.53167, 3.08222], [5.23700, -3.03640, 2.03589], [4.34056, -2.18028, 0.45299], [2.83575, -1.12913, 1.95430], [2.16911, -2.48707, 2.91326], [3.42376, -1.12851, 4.24193], [4.85251, -0.41679, 1.96448], [5.98183, -0.70168, 3.30809], [4.58562, 0.45892, 3.54654], [6.41255, -2.79753, -0.24295], [7.83251, -4.10303, -1.91853], [6.87665, -6.48949, -2.52674], [4.78732, -7.24300, -1.50778], [1.72228, -2.52519, 0.64075], [3.41920, -2.65063, -1.48886], [2.60088, -4.24804, -1.67198], [0.36066, -2.87200, -1.14051], [1.34584, -1.45451, -1.80180], [0.93890, -2.94320, -2.82626], [-0.78105, -3.18675, 2.70682], [-0.88843, -1.78805, 2.96349], [-1.34478, -1.06172, 1.83309], [-2.82831, -0.74825, 1.92715], [-3.61775, -1.93360, 1.88188], [-4.03821, -2.35873, 3.16554], [-0.71860, -3.70296, 3.66609], [-1.64802, -3.56994, 2.16177], [0.12686, -3.39358, 2.13231], [-1.11708, -1.60256, 0.90863], [-0.79008, -0.11785, 1.81445], [-3.11189, -0.14315, 1.06138], [-3.05112, -0.16850, 2.82958], [-4.88398, -1.74726, 3.50132], [-3.23307, -2.30376, 3.90163], [-4.36573, -3.39597, 3.08696], [-4.15232, 0.69210, -1.52592], [-2.81946, 1.12066, -1.28712], [-2.14744, 1.50234, -2.48021], [-2.13855, 3.01102, -2.65858], [-3.45138, 3.52565, -2.85548], [-4.00693, 4.07536, -1.67076], [-4.68879, 0.70085, -0.57706], [-4.67520, 1.34917, -2.22570], [-4.14693, -0.32932, -1.91898], [-2.59170, 1.00786, -3.34992], [-1.11369, 1.15510, -2.38995], [-1.56319, 3.25281, -3.55761], [-1.65404, 3.50145, -1.80825], [-3.58703, 5.07075, -1.49396], [-3.82779, 3.44342, -0.79812], [-5.08375, 4.17037, -1.81366], [-6.07749, 9.21410, -4.59343], [-5.30105, 10.15514, -3.86907], [-5.58582, 10.14747, -2.47598], [-4.55291, 9.35009, -1.69727], [-4.59187, 7.97054, -2.03650], [-3.58062, 7.60366, -2.96354], [-5.60964, 9.06746, -5.56668], [-6.12960, 8.24875, -4.08425], [-7.09029, 9.60249, -4.74289], [-6.59501, 9.76633, -2.28928], [-5.55266, 11.18777, -2.13711], [-4.78708, 9.42330, -0.63061], [-3.54866, 9.75853, -1.84888], [-2.62304, 7.50098, -2.44229], [-3.47893, 8.32908, -3.77372], [-3.84943, 6.63871, -3.39406]], "forces_ev_per_a": [[0.66, -0.58, -0.55], [-0.09, -1.59, 0.26], [1.17, -0.15, 1.14], [-0.80, 1.04, -0.09], [0.12, 0.80, 0.06], [-1.10, 0.75, -0.38], [0.56, -0.33, 0.18], [-0.67, 0.87, 1.48], [0.74, -1.23, -1.10], [-2.25, -0.52, 1.20], [0.57, 1.14, 0.21], [-0.35, -1.59, -0.67], [2.98, 1.11, -1.64], [0.40, 0.86, -0.84], [0.11, 0.27, -0.90], [-1.46, -0.95, 0.14], [0.80, -0.73, 0.40], [0.67, -0.03, -0.18], [-0.22, 0.83, 0.05], [-0.94, 0.09, -0.16], [0.17, 0.73, 0.31], [-0.70, 0.17, -0.19], [0.04, 0.29, -0.41], [0.34, -0.30, -0.03], [-0.09, 0.09, -0.23], [-0.05, -0.89, 0.02], [0.69, 0.20, 0.14], [0.38, -0.47, 0.11], [-0.15, -0.04, 0.69], [-0.78, 0.29, -0.05], [0.41, -0.49, -0.48], [-0.38, -0.64, 0.03], [-0.52, -0.44, 0.15], [-0.46, 0.34, 0.48], [0.32, 0.69, 0.25], [0.41, -0.74, -0.04], [-0.57, -0.29, 0.39], [0.09, 0.70, 0.19], [0.41, 0.50, -0.54], [-0.50, -0.57, -0.13], [0.25, 0.56, 0.45], [0.28, 0.11, 0.02], [-0.38, -0.04, -0.05], [0.13, 0.16, 0.40], [0.04, -0.17, -0.44], [0.02, 0.07, 0.28], [-0.07, -0.04, -0.13], [0.05, 0.09, 0.03], [0.02, 0.05, -0.02], [-0.34, 0.01, 0.18], [-0.08, 0.00, 0.00], [-0.02, 0.02, -0.07], [0.06, 0.03, 0.00], [0.07, -0.07, 0.05], [0.00, 0.00, 0.12], [0.02, 0.03, -0.04], [-0.01, 0.04, -0.06], [0.07, -0.09, 0.06], [-0.26, 0.15, -0.21], [0.27, 0.06, 0.38], [-0.17, -0.12, -0.38], [0.03, -0.06, 0.25], [-0.03, 0.10, -0.09], [0.09, -0.04, 0.02], [0.06, 0.01, 0.00], [-0.09, -0.01, -0.02], [-0.04, 0.08, 0.00], [0.00, 0.00, -0.04], [0.03, -0.01, 0.02], [-0.04, -0.07, 0.04], [-0.04, 0.00, 0.14], [0.05, -0.03, -0.04], [0.05, 0.03, -0.08], [0.01, 0.07, -0.04], [-0.10, -0.23, 0.10], [0.34, 0.23, -0.12], [-0.34, -0.25, 0.15], [0.08, 0.20, -0.22], [0.01, -0.17, 0.07], [0.01, 0.09, 0.02], [0.01, 0.04, 0.02], [-0.05, -0.08, -0.01], [0.05, -0.08, 0.02], [-0.02, -0.01, 0.03], [0.01, 0.05, 0.00], [-0.04, 0.03, -0.08], [0.07, 0.02, -0.09], [-0.03, 0.04, 0.05], [-0.01, 0.00, 0.09]], "total_charge": -1, "orbital_gap_ev": 5.9}

=====

{"formula": "C3H3N3O", "method": "wB97M-V/def2-TZVPD", "elements": ["C", "C", "C", "H", "H", "H", "N", "N", "N", "O"], "positions_angstrom": [[-1.91369, -0.25310, -0.03878], [1.24635, 1.01643, -0.09162], [1.45091, -0.42693, -0.09580], [-1.93536, -1.41410, -0.09993], [2.00148, 1.66397, -0.10736], [2.30655, -1.13239, -0.05086], [-0.59776, -0.05177, 0.21427], [-0.01586, 1.17402, 0.19664], [0.29489, -1.02328, 0.12857], [-2.83753, 0.44716, -0.05513]], "forces_ev_per_a": [[0.02, -5.71, 0.69], [-2.70, -5.43, 1.21], [-0.31, -1.06, 0.94], [-0.63, 1.31, -0.29], [2.27, 3.14, -0.20], [-0.36, 1.17, -0.47], [3.35, 3.34, 0.40], [-0.76, 1.49, -0.96], [0.80, -0.73, -1.05], [-1.68, 2.47, -0.27]], "smiles": "O=Cn1nccn1", "de_lowest_kcal_mol": 50.8, "orbital_gap_ev": 10.7}